Entry from the Open Molecules 2025 dataset: C36H33CoF6N6O4Sb as an isolated structure (wB97M-V/def2-TZVPD).

ORCA input file:
```
! wB97M-V def2-TZVPD RIJCOSX def2/J DEFGRID3
* xyz -1 1
Co -0.752 -0.002 0.102
C 2.367 -6.188 1.633
C 1.867 -4.773 1.535
C 2.439 -3.743 2.279
C 1.957 -2.461 2.186
C 0.868 -2.099 1.359
N 0.374 -0.813 1.410
C 0.312 -0.243 2.677
C 0.017 -0.982 3.837
C -0.001 -0.405 5.087
C 0.261 0.954 5.262
C 0.200 1.595 6.621
C 0.495 1.707 4.126
C 0.495 1.130 2.862
N 0.660 1.957 1.727
C 1.334 3.121 1.617
C 1.058 3.647 0.380
C 0.187 2.731 -0.222
N -0.045 1.724 0.604
C 0.377 -3.124 0.532
C 0.847 -4.432 0.670
N -0.605 -2.900 -0.474
C -0.957 -3.784 -1.436
C -1.872 -3.183 -2.254
C -2.009 -1.891 -1.747
N -1.246 -1.728 -0.673
H 2.663 -6.431 2.655
H 3.237 -6.349 0.992
H 1.598 -6.899 1.329
H 3.276 -3.949 2.937
H 2.415 -1.677 2.773
H -0.188 -2.039 3.731
H -0.242 -1.018 5.949
H 0.616 0.938 7.386
H -0.833 1.818 6.903
H 0.756 2.533 6.640
H 0.658 2.773 4.212
H 1.963 3.469 2.419
H 1.452 4.550 -0.051
H -0.259 2.724 -1.201
H 0.386 -5.222 0.093
H -0.513 -4.759 -1.493
H -2.337 -3.595 -3.132
H -2.573 -1.071 -2.143
O -3.386 1.641 -2.446
C -2.911 1.116 -1.456
O -1.649 0.871 -1.298
H -3.561 0.792 -0.624
C -3.907 7.230 2.397
C -3.484 5.933 3.038
C -2.243 5.852 3.652
C -1.818 4.663 4.227
C -2.628 3.545 4.211
C -3.872 3.613 3.593
N -4.762 2.534 3.611
C -4.551 1.165 3.771
C -5.415 0.539 4.686
C -5.389 -0.820 4.912
C -4.475 -1.613 4.231
C -3.630 -1.015 3.317
C -3.649 0.358 3.050
C -2.799 0.866 1.899
O -2.828 2.029 1.541
O -2.127 -0.094 1.329
C -4.308 4.804 2.998
C -5.637 4.820 2.292
H -3.154 7.998 2.567
H -4.855 7.594 2.800
H -4.031 7.120 1.318
H -1.599 6.724 3.670
H -0.845 4.618 4.697
H -2.299 2.615 4.658
H -5.716 2.802 3.775
H -6.108 1.163 5.241
H -6.073 -1.257 5.629
H -4.431 -2.681 4.400
H -2.930 -1.612 2.752
H -5.729 3.948 1.641
H -5.762 5.710 1.681
H -6.478 4.795 2.997
F 0.923 -0.229 -1.125
Sb 1.847 0.103 -2.819
F 0.789 1.617 -3.178
F 3.034 1.200 -1.838
F 2.813 0.346 -4.421
F 2.885 -1.419 -2.399
F 0.566 -1.009 -3.647
*
```

E_LUMO: 2.38 eV
maximum force: 0.4 eV Å⁻¹


Entry from the Open Molecules 2025 dataset: C36H33N3OSbSiTc as an isolated structure at a distorted geometry (wB97M-V/def2-TZVPD).

ORCA input file:
```
! wB97M-V def2-TZVPD RIJCOSX def2/J DEFGRID3
* xyz 3 4
Tc -0.311 -0.099 -1.336
C -3.328 -1.150 0.354
C -3.043 -1.769 -0.974
C -3.812 -2.817 -1.482
C -3.490 -3.392 -2.693
C -2.406 -2.892 -3.422
C -1.692 -1.840 -2.897
N -2.003 -1.308 -1.691
Sb -0.286 -0.884 -4.300
C 1.568 -0.449 -3.153
C 2.718 -0.787 -3.830
C 3.935 -0.287 -3.357
C 3.949 0.537 -2.252
C 2.762 0.835 -1.582
C 2.727 1.718 -0.382
N 1.610 0.323 -2.043
C -1.076 1.061 -3.810
C -1.531 1.884 -4.812
C -2.037 3.137 -4.467
C -2.048 3.508 -3.139
C -1.563 2.652 -2.154
C -1.542 3.070 -0.722
N -1.093 1.435 -2.508
H -4.353 -1.352 0.657
H -3.165 -0.074 0.329
H -2.665 -1.573 1.115
H -4.660 -3.169 -0.911
H -4.076 -4.213 -3.084
H -2.151 -3.313 -4.386
H 2.684 -1.399 -4.722
H 4.856 -0.526 -3.873
H 4.875 0.966 -1.893
H 3.481 2.500 -0.462
H 2.945 1.146 0.523
H 1.748 2.181 -0.262
H -1.501 1.564 -5.845
H -2.412 3.808 -5.230
H -2.428 4.475 -2.841
H -1.981 4.058 -0.615
H -0.514 3.107 -0.358
H -2.090 2.369 -0.095
O -0.542 0.500 0.417
Si 0.300 -0.059 1.772
C 1.106 1.307 2.706
C 0.718 2.640 2.523
C 1.291 3.652 3.275
C 2.249 3.344 4.234
C 2.625 2.024 4.450
C 2.049 1.011 3.700
C 1.413 -1.338 0.983
C 2.756 -1.560 1.266
C 3.507 -2.448 0.499
C 2.937 -3.125 -0.576
C 1.602 -2.923 -0.881
C 0.855 -2.033 -0.107
C -0.911 -0.791 2.985
C -1.973 0.018 3.456
C -2.837 -0.438 4.428
C -2.633 -1.702 4.978
C -1.576 -2.511 4.543
C -0.716 -2.054 3.563
H -0.037 2.888 1.785
H 0.992 4.681 3.123
H 2.693 4.134 4.824
H 3.358 1.787 5.209
H 2.330 -0.016 3.908
H 3.239 -1.036 2.082
H 4.547 -2.616 0.746
H 3.530 -3.823 -1.152
H 1.136 -3.471 -1.692
H -0.235 -2.045 -0.246
H -2.100 1.017 3.049
H -3.650 0.181 4.783
H -3.287 -2.063 5.761
H -1.442 -3.491 4.983
H 0.103 -2.682 3.231
*
```

E_LUMO (alpha / beta): -8.36 / -12.25 eV
maximum force: 1.6 eV Å⁻¹